Entry A
Here is CH2ClFO2 in the gas phase from the OMol25 dataset. Energies are from ωB97M-V with the def2-TZVPD basis set.

As for the SMILES: FOCOCl. Its total charge is 0. The orbital gap is 10.48 eV. The LUMO energy comes out at -0.08 eV.

Element x y z (Å)
C: 0.27965 0.25372 -0.06767
O: 0.71060 -0.83197 -0.69321
O: -1.08371 0.23702 0.65657
F: 1.28554 -1.66732 0.25737
Cl: -2.56665 0.36737 -0.18248
H: 0.36331 1.14781 -0.70752
H: 1.01126 0.49337 0.73694


Entry B
Here is 2 unconnected molecules or ions with the total composition CH2ClFO2 from the OMol25 dataset. Energies are from ωB97M-V with the def2-TZVPD basis set.

As for the SMILES: O=C(O)Cl.F. Its total charge is 0. The orbital gap is 12.19 eV. The LUMO energy comes out at 0.28 eV.

Element x y z (Å)
C: -1.83113 -0.05914 0.07696
O: -1.40114 1.15235 0.04744
O: -1.10915 -0.99943 0.05700
F: 1.41184 -0.57173 -0.03351
Cl: -3.57144 -0.19658 -0.04646
H: -0.50678 1.32798 -0.25869
H: 0.55409 -0.95336 0.22191


Energies relative to the minimum, kcal/mol: entry A 148.6; entry B 0.0


Entry A
Here is CH5NO2S in the gas phase from the OMol25 dataset. Energies are from ωB97M-V with the def2-TZVPD basis set.

As for the SMILES: CN[SH](=O)=O. Its total charge is 0. The orbital gap is 10.64 eV. The LUMO energy comes out at 0.55 eV.

Element x y z (Å)
C: 1.36243 0.14011 0.22119
N: 0.33907 -0.93072 -0.09656
O: -2.43057 -0.77636 0.20810
O: -1.22537 1.34322 0.03869
S: -1.40220 0.03976 -0.31581
H: 0.85492 0.92565 0.92325
H: 2.25476 -0.13479 0.72030
H: 1.58541 0.62973 -0.79539
H: 0.16846 -1.56917 0.71553
H: -1.50690 0.33256 -1.61931


Entry B
Here is CH5NO2S in the gas phase from the OMol25 dataset. Energies are from ωB97M-V with the def2-TZVPD basis set.

As for the SMILES: CS(N)(=O)=O. Its total charge is 0. The orbital gap is 11.15 eV. The LUMO energy comes out at 0.64 eV.

Element x y z (Å)
C: -0.82918 0.88248 0.61569
N: 0.02086 -1.34948 -0.53006
O: 1.34833 0.88537 -1.15525
O: 1.60483 -0.29045 1.05996
S: 0.66945 0.11476 0.04205
H: -1.22768 0.59415 1.53978
H: -0.43902 1.93147 0.52703
H: -1.54481 0.72552 -0.05797
H: 0.66968 -2.18796 -0.50119
H: -0.27245 -1.30586 -1.54004


Energies relative to the minimum, kcal/mol: entry A 28.9; entry B 0.0


Entry A
Here is C3H8N2S in the gas phase from the OMol25 dataset. Energies are from ωB97M-V with the def2-TZVPD basis set.

As for the SMILES: CNC(=S)NC. Its total charge is 0. The orbital gap is 8.92 eV. The LUMO energy comes out at 0.77 eV.

Element x y z (Å)
C: 2.03744 -0.20022 -1.31618
C: -0.00951 0.15621 -0.13721
C: -2.29978 0.66315 0.87388
H: 2.62832 0.15220 -2.22157
H: 1.94384 -1.31566 -1.41201
H: 2.84752 0.09826 -0.35949
H: 0.92629 1.53837 -1.36353
H: -1.50735 1.45477 -0.89337
H: -1.96035 0.78307 1.95655
H: -2.72224 -0.39037 0.82787
H: -2.81466 1.37171 0.55378
N: 0.81432 0.49051 -1.13051
N: -1.14392 0.92391 -0.14758
S: 0.28731 -1.08176 0.95846


Entry B
Here is 2 unconnected molecules or ions with the total composition C3H8N2S from the OMol25 dataset. Energies are from ωB97M-V with the def2-TZVPD basis set.

Its total charge is 0. The orbital gap (spin up / spin down) is 6.97 / 6.98 eV. The LUMO energy (spin up / spin down) comes out at -0.90 / -0.89 eV.

Element x y z (Å)
C: 0.10640 0.74148 2.20082
C: 0.44074 -0.45815 1.43010
C: -0.01463 0.80183 0.70908
N: 0.22314 -1.01659 -2.63188
N: -0.53228 0.12309 -2.34564
S: -1.48595 0.81704 -0.09429
H: -0.92243 0.69000 2.63761
H: 0.84747 1.42460 2.85565
H: 1.40963 -0.79620 1.37268
H: -0.36711 -1.24100 1.43376
H: 0.71478 1.48088 0.16179
H: -0.22312 -1.89001 -2.42464
H: -1.43878 0.05351 -2.77796
H: 1.24214 -0.73049 -2.52711


Energies relative to the minimum, kcal/mol: entry A 0.0; entry B 79.1


Entry A
Here is 2 unconnected molecules or ions with the total composition C3H7NOS2 from the OMol25 dataset. Energies are from ωB97M-V with the def2-TZVPD basis set.

Its total charge is 0. The orbital gap is 5.69 eV. The LUMO energy comes out at -3.73 eV.

Element x y z (Å)
S: -2.87525 -1.75291 -1.11626
S: -1.96973 0.03068 1.29978
C: -0.73585 -0.14186 -0.05400
C: 0.24235 1.07749 0.39541
N: 1.61210 0.67782 -0.08735
C: 2.14014 -0.35950 0.71517
O: 3.04343 -1.00819 0.26346
H: -2.73943 -0.61741 -1.92936
H: -0.23253 -0.94598 -0.57811
H: -1.32223 0.32882 -0.85830
H: -0.20733 1.20357 1.40442
H: -0.13579 1.89348 -0.21170
H: 1.41517 0.22013 -0.97285
H: 1.76495 -0.60612 1.72970


Entry B
Here is C3H7NOS2 in the gas phase from the OMol25 dataset. Energies are from ωB97M-V with the def2-TZVPD basis set.

Its total charge is 0. The orbital gap (spin up / spin down) is 8.15 / 8.15 eV. The LUMO energy (spin up / spin down) comes out at -0.09 / -0.09 eV.

Element x y z (Å)
C: 0.38903 -0.20687 -0.75504
C: -0.64132 1.57541 0.41270
C: -0.08641 -0.61763 1.56735
N: -0.02697 0.26060 0.39510
O: 1.89122 -2.08276 -1.89409
S: -0.88158 -0.06201 -2.53875
S: 1.74103 -1.10517 -0.79469
H: 0.12735 2.20158 0.97502
H: -0.69646 1.74466 -0.58881
H: -1.64802 1.39002 0.82225
H: -0.05157 -1.64190 1.20232
H: 0.75869 -0.27646 2.17144
H: -0.92187 -0.34696 2.11457
H: 0.04686 -0.83253 -3.08939


Energies relative to the minimum, kcal/mol: entry A 49.6; entry B 0.0


Entry A
Here is a molecular structure, C2H5N3 from the OMol25 dataset. Energies are from ωB97M-V with the def2-TZVPD basis set.

Its total charge is 0. The orbital gap is 10.43 eV. The LUMO energy comes out at 1.04 eV.

Element x y z (Å)
C: 1.24708 0.30814 0.04018
C: -0.77918 -1.03577 -0.11713
N: -1.83020 -0.40393 -0.47861
N: -0.13772 0.04805 0.36726
N: -1.23235 0.77694 -0.18368
H: -1.73546 1.24116 0.58238
H: -0.39191 -2.06032 -0.10404
H: 1.89397 -0.40616 0.56099
H: 1.53491 1.31121 0.36995
H: 1.43088 0.22069 -1.03729


Entry B
Here is 2 unconnected molecules or ions with the total composition C2H5N3 from the OMol25 dataset. Energies are from ωB97M-V with the def2-TZVPD basis set.

Its total charge is 0. The orbital gap is 10.68 eV. The LUMO energy comes out at 1.05 eV.

Element x y z (Å)
C: -1.03182 -0.94061 -1.00732
C: -1.50811 0.31377 -1.32756
N: 3.10968 -0.38971 2.24798
N: 2.21019 0.15628 1.78317
N: 1.11898 0.54231 1.42947
H: -0.71982 -1.75054 -1.69580
H: -0.79367 -1.18657 0.04322
H: -2.03358 0.91452 -0.48365
H: -1.48690 0.84182 -2.25708
H: 1.13505 1.49873 1.26757


Entry C
Here is 2 unconnected molecules or ions with the total composition C2H5N3 from the OMol25 dataset. Energies are from ωB97M-V with the def2-TZVPD basis set.

Its total charge is 0. The orbital gap is 9.38 eV. The LUMO energy comes out at 0.60 eV.

Element x y z (Å)
C: 2.61678 -0.35555 -0.12215
C: -1.86606 0.04989 -0.16636
N: 1.38037 0.01838 -0.18302
N: -2.45303 0.03587 0.95901
N: 0.37197 0.54107 -0.02030
H: 3.30730 -0.39082 -0.86844
H: 2.95969 -0.84221 0.69040
H: -1.61680 -0.92778 -0.56195
H: -1.81093 0.88573 -0.83480
H: -2.88929 0.98542 1.10761


Energies relative to the minimum, kcal/mol: entry A 0.0; entry B 4.9; entry C 14.5


Entry A
Here is C10H17N3O in the gas phase from the OMol25 dataset. Energies are from ωB97M-V with the def2-TZVPD basis set.

As for the SMILES: CC[C@H](c1nnco1)N1CCCCC1. Its total charge is 0. The orbital gap is 8.99 eV. The LUMO energy comes out at 0.87 eV.

Element x y z (Å)
N: 0.47496 0.82858 3.52250
N: 0.03087 1.34656 2.33440
O: 1.71386 -0.01118 1.88673
C: 1.47377 0.05033 3.23336
C: 0.77869 0.80594 1.40902
N: -0.15841 -0.02954 -0.84912
C: 1.72274 1.96833 -2.08973
C: -1.55589 0.23610 -1.20127
C: 0.19460 -1.45270 -0.69880
C: 0.53968 1.04349 -0.07509
C: 1.92968 1.32964 -0.75313
C: -2.40464 -0.33273 -0.06832
C: -0.65263 -2.10971 0.40861
C: -2.11542 -1.85611 0.18109
H: 2.01070 -0.46614 3.99233
H: 2.72222 2.23390 -2.48078
H: 1.21800 1.22680 -2.71679
H: 1.11461 2.86704 -1.99341
H: -1.74361 1.29596 -1.28744
H: -1.83861 -0.25465 -2.16839
H: 1.25271 -1.59947 -0.53474
H: -0.06396 -1.92887 -1.64185
H: -0.09111 1.95691 -0.13721
H: 2.45248 0.41318 -0.83850
H: 2.54310 1.95372 -0.08961
H: -3.48238 -0.19942 -0.26016
H: -2.14824 0.19661 0.84109
H: -0.33917 -1.70590 1.35629
H: -0.42092 -3.19671 0.38709
H: -2.47672 -2.41893 -0.72160
H: -2.68098 -2.19104 1.05345


Entry B
Here is C10H17N3O in the gas phase from the OMol25 dataset. Energies are from ωB97M-V with the def2-TZVPD basis set.

As for the SMILES: CC[C@@](C#N)(CNC)[C@@H](C#N)COC. Its total charge is 0. The orbital gap is 9.78 eV. The LUMO energy comes out at 0.52 eV.

Element x y z (Å)
C: -0.15106 -2.45125 0.39364
C: 0.80288 -1.31855 0.01583
C: 0.66382 -0.04489 0.86889
C: 0.83502 -0.45030 2.27646
N: 0.98377 -0.76059 3.37149
C: 1.77212 1.04085 0.54445
N: 2.76368 0.73524 -0.46111
C: 2.35155 0.80678 -1.86346
C: -0.78352 0.54104 0.76709
C: -0.85996 1.82885 1.47018
N: -0.82865 2.89765 1.88693
C: -1.31086 0.73448 -0.65989
O: -2.65982 1.15157 -0.63229
C: -3.57474 0.07885 -0.55061
H: -1.19861 -2.15060 0.35768
H: 0.08150 -2.84004 1.38459
H: -0.02412 -3.27288 -0.31218
H: 0.68391 -1.06907 -1.03764
H: 1.82207 -1.69520 0.11732
H: 2.29528 1.27078 1.47212
H: 1.28649 1.97053 0.24774
H: 3.26922 -0.11304 -0.25970
H: 1.31296 1.12778 -1.94637
H: 2.96097 1.53497 -2.40295
H: 2.45884 -0.15538 -2.36865
H: -1.45325 -0.14919 1.28603
H: -0.76070 1.53429 -1.15509
H: -1.22776 -0.19396 -1.22989
H: -3.64238 -0.45428 -1.50499
H: -4.55155 0.49751 -0.31789
H: -3.31711 -0.63194 0.24227


Energies relative to the minimum, kcal/mol: entry A 0.0; entry B 11.8


Entry A
Here is C3H4N2S2 in the gas phase from the OMol25 dataset. Energies are from ωB97M-V with the def2-TZVPD basis set.

Its total charge is 0. The orbital gap (spin up / spin down) is 6.60 / 6.88 eV. The LUMO energy (spin up / spin down) comes out at -1.33 / -1.16 eV.

Element x y z (Å)
C: 1.27790 -0.63609 -0.77185
C: 2.27399 0.11447 -0.27063
C: -0.65012 -0.18767 0.71506
N: -0.01297 -0.83699 -0.35053
N: -1.90223 0.34832 -0.01218
S: 3.36700 1.12833 0.20306
S: -2.27672 1.92769 -0.13952
H: 1.41139 -1.35821 -1.54790
H: -1.02315 -0.90308 1.54713
H: -0.01898 0.61715 1.25954
H: -2.44611 -0.21391 -0.63217


Entry B
Here is C3H4N2S2 in the gas phase from the OMol25 dataset. Energies are from ωB97M-V with the def2-TZVPD basis set.

As for the SMILES: S=C1CSN=CN1. Its total charge is 0. The orbital gap is 8.27 eV. The LUMO energy comes out at -0.33 eV.

Element x y z (Å)
C: -0.60959 0.42392 -0.79354
C: -1.18222 0.26140 0.65825
C: 1.42560 -0.60860 0.18890
H: -1.55057 -0.72716 0.81548
H: -2.01296 1.00714 0.73890
H: 2.20659 -1.26118 -0.23757
H: 0.98586 -0.45295 -1.77872
N: 1.28855 -0.33847 1.42214
N: 0.62102 -0.16611 -0.87487
S: -1.20387 1.20444 -2.09509
S: 0.03159 0.65756 1.95610


Entry C
Here is a molecular structure, C3H4N2S2 from the OMol25 dataset. Energies are from ωB97M-V with the def2-TZVPD basis set.

Its total charge is 0. The orbital gap is 7.64 eV. The LUMO energy comes out at -1.35 eV.

Element x y z (Å)
C: 0.74096 -0.18582 0.01710
C: -0.19771 -1.06769 -0.54970
C: -3.02573 -0.10614 0.75110
H: -0.81448 1.71146 0.25935
H: 0.26465 -2.04729 -0.87513
H: -2.93283 -0.87454 1.71312
H: -3.83064 0.56980 1.09548
N: -1.39521 -0.93152 -0.69668
N: -2.27258 0.18182 -0.26663
S: 0.73182 1.58498 -0.17175
S: 2.26086 -0.70708 0.37421


Entry D
Here is C3H4N2S2 in the gas phase from the OMol25 dataset. Energies are from ωB97M-V with the def2-TZVPD basis set.

Its total charge is 0. The orbital gap (spin up / spin down) is 8.14 / 6.53 eV. The LUMO energy (spin up / spin down) comes out at -0.50 / -1.28 eV.

Element x y z (Å)
C: 0.22888 -1.23506 -0.37004
C: 1.01850 0.96216 0.22445
C: -1.25347 0.59697 0.24332
N: 1.30252 -1.88883 -0.42718
N: 0.08829 0.05579 0.09810
S: 1.11048 2.52161 0.25884
S: 2.80365 -1.67889 0.11492
H: -0.51427 -1.77023 -0.98770
H: -1.91216 -0.15032 0.20516
H: -1.41090 1.17004 1.18243
H: -1.46154 1.41675 -0.54230


Energies relative to the minimum, kcal/mol: entry A 85.3; entry B 0.0; entry C 89.1; entry D 71.0